# 1
Entry from the OMol25 dataset: a 2-piece molecular cluster, C5H6NO overall at a distorted geometry (ωB97M-V/def2-TZVPD).

Each line ends with the Löwdin charge.
Geometry (Å):
1 C -1.653 -1.195 -2.332  0.24
2 C -0.273 -1.192 -2.388  0.18
3 C -0.876 -0.863 -1.191  -0.05
4 C -0.686 -0.151 -0.024  -0.03
5 C 1.036 0.916 1.476  -0.02
6 N 0.502 0.165 0.407  -0.03
7 O 1.850 -0.118 -0.905  -0.17
8 H -2.653 -1.246 -2.803  0.16
9 H 0.529 -1.470 -3.069  0.16
10 H -1.471 -0.103 0.848  0.19
11 H 0.102 1.081 2.176  0.14
12 H 1.380 1.796 1.088  0.08
13 H 1.840 0.321 2.036  0.15

Atoms 1-2, force components in eV/Å:
C 1.119 0.619 1.617
C -1.480 -1.060 -0.196

Computed properties:
- energy relative to the best compared isomer or geometry (same formula, charge and spin) (kcal/mol) = 217.1
- maximum force (eV Å⁻¹) = 7.05
- orbital gap (spin up / spin down) (eV) = 7.18 / 7.32
- net charge = +1
- highest occupied orbital energy (spin up / spin down) (eV) = -13.87 / -14.02
- electronic energy (eV) = -8803.5355

***

# 2
Entry from the OMol25 dataset: C28H52F12N2O28S10Zr as an isolated structure at a distorted geometry (ωB97M-V/def2-TZVPD).

Each line ends with the Löwdin charge.
Geometry (Å):
1 Zr 1.093 2.644 -0.111  2.23
2 C -2.716 5.905 -2.983  -0.67
3 F -1.455 5.900 -3.442  0.13
4 F -3.301 7.030 -3.272  0.22
5 F -3.328 4.882 -3.563  0.14
6 S -2.660 5.692 -1.110  0.64
7 O -1.361 6.205 -0.763  -0.27
8 O -3.733 6.445 -0.582  -0.21
9 N -2.679 4.051 -0.807  -0.31
10 S -4.286 3.763 -0.615  0.63
11 O -4.714 3.896 0.735  -0.23
12 O -5.086 4.311 -1.653  -0.22
13 C -4.438 1.958 -1.008  -0.66
14 F -3.990 1.726 -2.245  0.14
15 F -3.691 1.224 -0.158  0.11
16 F -5.701 1.621 -0.903  0.20
17 C -0.241 -0.435 2.796  -0.66
18 F -0.984 -1.319 3.366  0.22
19 F 0.051 0.563 3.625  0.14
20 F 0.943 -0.957 2.417  0.13
21 S -1.128 0.339 1.340  0.71
22 O -2.007 -0.657 0.884  -0.20
23 O -1.668 1.569 1.823  -0.25
24 N 0.118 0.776 0.164  -0.41
25 S -0.037 -0.232 -1.174  0.66
26 O -1.344 -0.321 -1.691  -0.20
27 O 0.974 0.318 -2.055  -0.28
28 C 0.585 -1.941 -0.676  -0.68
29 F 1.791 -1.807 -0.157  0.17
30 F -0.261 -2.606 0.049  0.22
31 F 0.688 -2.551 -1.845  0.18
32 C -6.186 -2.424 -3.961  -0.21
33 C -5.557 -1.229 -3.283  -0.23
34 C -4.475 -1.754 -2.352  -0.22
35 S -3.682 -3.072 -3.318  0.68
36 O -3.460 -4.210 -2.473  -0.31
37 O -2.615 -2.490 -4.102  -0.34
38 C -5.080 -3.398 -4.411  -0.20
39 H -6.851 -2.072 -4.750  0.12
40 H -6.836 -3.020 -3.317  0.12
41 H -6.244 -0.585 -2.732  0.12
42 H -5.087 -0.576 -4.023  0.12
43 H -4.819 -2.191 -1.416  0.11
44 H -3.712 -1.007 -2.142  0.06
45 H -5.487 -4.397 -4.292  0.11
46 H -4.782 -3.246 -5.447  0.11
47 C 5.685 -0.340 3.798  -0.19
48 C 6.054 0.536 4.999  -0.22
49 C 5.052 1.665 5.033  -0.21
50 S 3.480 0.856 4.686  0.75
51 O 2.761 1.510 3.582  -0.36
52 O 2.766 0.526 5.877  -0.26
53 C 4.230 -0.660 4.088  -0.22
54 H 6.334 -1.205 3.694  0.13
55 H 5.855 0.275 2.908  0.12
56 H 7.097 0.860 5.021  0.13
57 H 6.064 -0.011 5.950  0.13
58 H 5.249 2.405 4.249  0.11
59 H 5.025 2.295 5.920  0.12
60 H 3.593 -1.129 3.338  0.10
61 H 4.252 -1.355 4.928  0.10
62 C 0.798 -5.174 4.054  -0.24
63 C 0.844 -3.950 4.974  -0.20
64 C 2.200 -3.983 5.678  -0.22
65 S 2.987 -5.593 5.404  0.66
66 O 3.377 -6.207 6.626  -0.29
67 O 3.858 -5.456 4.268  -0.32
68 C 1.457 -6.315 4.782  -0.22
69 H 1.450 -4.894 3.211  0.11
70 H -0.135 -5.408 3.545  0.12
71 H 0.134 -4.088 5.793  0.12
72 H 0.601 -3.015 4.478  0.08
73 H 2.088 -3.907 6.762  0.10
74 H 2.916 -3.179 5.499  0.08
75 H 0.891 -6.604 5.671  0.12
76 H 1.662 -7.196 4.182  0.12
77 C 3.515 -3.026 -4.382  -0.22
78 C 4.008 -3.532 -3.021  -0.21
79 C 4.633 -2.353 -2.308  -0.21
80 S 5.436 -1.338 -3.638  0.67
81 O 6.857 -1.430 -3.591  -0.30
82 O 4.814 -0.036 -3.722  -0.36
83 C 4.743 -2.368 -4.966  -0.21
84 H 2.667 -2.343 -4.318  0.09
85 H 3.235 -3.862 -5.024  0.13
86 H 4.814 -4.233 -3.251  0.12
87 H 3.205 -4.057 -2.507  0.11
88 H 5.443 -2.600 -1.626  0.10
89 H 3.880 -1.707 -1.856  0.07
90 H 5.496 -3.141 -5.121  0.11
91 H 4.645 -1.697 -5.815  0.11
92 C 0.295 -1.560 -5.855  -0.16
93 C -0.785 -0.468 -5.598  -0.14
94 O -0.045 0.745 -5.752  -0.23
95 S 1.166 0.546 -6.799  0.61
96 O 2.134 1.530 -6.543  -0.19
97 O 0.573 0.355 -8.063  -0.18
98 O 1.504 -0.895 -6.171  -0.20
99 H -0.028 -2.206 -6.671  0.14
100 H 0.420 -2.229 -5.005  0.12
101 H -1.175 -0.420 -4.590  0.10
102 H -1.533 -0.656 -6.364  0.13
103 C -4.512 2.276 3.907  -0.16
104 C -3.780 3.337 4.715  -0.12
105 O -2.855 2.548 5.506  -0.20
106 S -3.280 1.008 5.632  0.59
107 O -3.566 0.724 6.970  -0.17
108 O -2.405 0.139 4.955  -0.22
109 O -4.646 1.190 4.821  -0.16
110 H -3.939 2.008 3.017  0.11
111 H -5.529 2.543 3.636  0.15
112 H -4.405 3.875 5.423  0.14
113 H -3.213 3.994 4.061  0.11
114 C -0.397 2.755 -3.073  -0.15
115 C 1.035 2.998 -3.463  -0.07
116 O 1.874 2.892 -2.238  -0.20
117 O -0.549 2.804 -1.644  -0.22
118 H -0.737 1.754 -3.344  0.11
119 H -1.003 3.391 -3.726  0.15
120 H 1.214 4.027 -3.771  0.15
121 H 1.351 2.319 -4.251  0.12
122 H 2.786 2.851 -2.573  0.15
123 H -1.488 3.133 -1.413  0.07
124 C 0.376 3.655 2.908  -0.06
125 C -0.730 4.195 2.031  -0.14
126 O -0.607 3.763 0.662  -0.26
127 O 1.070 2.628 2.075  -0.28
128 H 0.074 3.111 3.800  0.15
129 H 1.158 4.373 3.140  0.14
130 H -0.802 5.278 2.147  0.16
131 H -1.697 3.815 2.358  0.11
132 H -1.539 3.936 0.196  0.05
133 H 1.640 2.088 2.726  0.04

Atoms 1-2, force components in eV/Å:
Zr -4.778 -1.076 -0.821
C 0.141 -0.802 -0.012

Computed properties:
- energy relative to the best compared isomer or geometry (same formula, charge and spin) (kcal/mol) = 0.0
- maximum force (eV Å⁻¹) = 4.97
- orbital gap (eV) = 4.22
- net charge = +2
- highest occupied orbital energy (eV) = -13.58
- electronic energy (eV) = -232409.3187

***

# 3
Entry from the OMol25 dataset: the molecule C3H5NO4 at a distorted geometry (ωB97M-V/def2-TZVPD).

Each line ends with the natural charge from an NBO analysis.
Geometry (Å):
1 O -2.883 -0.597 0.740  -0.49
2 C -2.347 0.295 0.145  0.35
3 C -0.802 0.580 0.139  0.58
4 O -0.378 1.696 0.322  -0.60
5 N -0.086 -0.539 -0.077  -0.66
6 C 1.391 -0.526 0.002  0.52
7 O 1.837 0.149 1.093  -0.69
8 O 1.907 0.069 -1.144  -0.71
9 H -2.914 1.145 -0.284  0.13
10 H -0.714 -1.361 -0.074  0.42
11 H 1.708 -1.575 0.105  0.15
12 H 1.616 1.089 0.966  0.50
13 H 1.665 -0.427 -1.933  0.48

Atoms 1-2, force components in eV/Å:
O 0.411 -0.312 -0.401
C 0.255 1.385 0.619

Computed properties:
- energy relative to the best compared isomer or geometry (same formula, charge and spin) (kcal/mol) = 27.6
- maximum force (eV Å⁻¹) = 1.54
- orbital gap (eV) = 9.99
- net charge = 0
- highest occupied orbital energy (eV) = -9.92
- electronic energy (eV) = -12871.6767

***

# 4
Entry from the OMol25 dataset: a 2-piece molecular cluster, C5H8N2S overall at a distorted geometry (ωB97M-V/def2-TZVPD).

Each line ends with the natural charge from an NBO analysis.
Geometry (Å):
1 C 0.064 0.993 1.221  -0.61
2 C -0.168 0.227 -0.129  -0.39
3 C 0.713 -1.070 -0.183  -0.46
4 C 0.603 -1.886 -1.208  0.42
5 N 0.480 -2.600 -2.177  -0.62
6 H -0.095 0.451 2.070  0.21
7 H 1.107 1.335 1.140  0.21
8 H -0.700 1.778 1.405  0.22
9 H 0.112 0.847 -1.061  0.20
10 H -1.188 -0.033 -0.352  0.21
11 H 1.470 -1.291 0.547  0.24
12 H -0.217 -3.279 -2.024  0.37
13 N 3.569 1.482 -0.319  -0.67
14 C 4.420 0.952 0.317  0.18
15 S 5.511 0.406 1.197  0.08
16 H 2.917 0.883 -0.797  0.41

Atoms 1-2, force components in eV/Å:
C -0.284 1.448 -3.248
C 1.418 0.081 -0.671

Computed properties:
- energy relative to the best compared isomer or geometry (same formula, charge and spin) (kcal/mol) = 61.2
- maximum force (eV Å⁻¹) = 3.57
- orbital gap (eV) = 9.67
- net charge = 0
- highest occupied orbital energy (eV) = -8.96
- electronic energy (eV) = -19127.7696

***

# 5
Entry from the OMol25 dataset: C20H8F5NOS2Se4V as an isolated structure at a distorted geometry (ωB97M-V/def2-TZVPD).

Each line ends with the natural charge from an NBO analysis.
Geometry (Å):
1 V 0.309 0.439 -1.096  0.92
2 F -0.916 6.208 2.007  -0.31
3 C -0.486 4.945 1.830  0.22
4 C -0.261 4.448 0.558  0.33
5 F -0.453 5.246 -0.497  -0.30
6 C 0.159 3.146 0.406  0.29
7 F 0.362 2.676 -0.844  -0.28
8 C 0.383 2.274 1.480  -0.25
9 S 0.908 0.664 1.240  -0.19
10 C 0.158 2.825 2.750  0.31
11 F 0.360 2.082 3.847  -0.31
12 C -0.276 4.122 2.922  0.26
13 F -0.505 4.603 4.158  -0.31
14 Se 3.426 1.746 -1.326  -0.61
15 Se 2.601 2.788 -3.191  -0.09
16 Se 1.700 1.123 -4.556  -0.14
17 Se -0.244 0.351 -3.483  -0.41
18 S 0.089 -3.773 0.240  0.29
19 C 1.414 -3.531 -0.871  -0.22
20 C 2.354 -4.458 -1.287  -0.24
21 C 3.336 -4.043 -2.177  -0.24
22 C 3.376 -2.723 -2.615  -0.20
23 C 2.429 -1.800 -2.207  -0.22
24 C 1.422 -2.204 -1.331  0.20
25 N 0.389 -1.419 -0.850  -0.65
26 C -0.418 -2.089 -0.003  0.04
27 C -1.591 -1.605 0.642  -0.09
28 C -2.200 -2.375 1.662  -0.17
29 C -3.338 -1.955 2.306  -0.23
30 C -3.947 -0.748 1.950  -0.27
31 C -3.375 0.021 0.954  -0.15
32 C -2.205 -0.364 0.302  -0.17
33 H 2.307 -5.479 -0.931  0.20
34 H 4.080 -4.753 -2.516  0.19
35 H 4.157 -2.406 -3.294  0.21
36 H 2.484 -0.775 -2.546  0.26
37 H -1.744 -3.315 1.951  0.19
38 H -3.765 -2.564 3.095  0.19
39 H -4.855 -0.424 2.445  0.19
40 H -3.827 0.956 0.644  0.22
41 O -2.199 1.562 -1.099  -0.61
42 C -1.598 0.576 -0.669  0.15

Atoms 1-2, force components in eV/Å:
V 1.682 1.542 -0.598
F 0.001 0.058 -0.015

Computed properties:
- maximum force (eV Å⁻¹) = 2.36
- orbital gap (spin up / spin down) (eV) = 4.78 / 5.13
- net charge = -2
- highest occupied orbital energy (spin up / spin down) (eV) = -0.57 / -0.96
- 2S+1 = 4
- electronic energy (eV) = -346741.0105